A molecular structure, C64H59N3NaO5P3SSi in a non-equilibrium geometry. Source: OMol25; level of theory: wB97M-V/def2-TZVPD.

Summary:
- Charge: -2
- HOMO-LUMO gap: 4.12 eV
- E_tot: -133033.7403 eV

Atoms and positions in Å:
Na  -1.11868  0.24093  -0.23795
O  -0.86211  2.35486  -1.23366
C  -2.18187  2.89700  -1.31933
C  -3.17861  1.88930  -1.88905
N  -3.27671  0.65251  -1.11705
C  -4.07498  0.80152  0.09905
C  -3.24675  1.48835  1.23055
O  -3.72346  2.49677  1.79296
O  -2.14400  0.93445  1.45970
C  -3.55400  -0.49425  -1.97554
C  -2.26388  -1.02780  -2.67214
O  -2.43251  -1.63406  -3.74566
O  -1.18140  -0.77681  -2.07196
H  -0.70507  1.85820  -2.05464
H  -2.47423  3.20010  -0.31427
H  -2.19186  3.78873  -1.95670
H  -4.16233  2.38089  -1.98182
H  -2.84060  1.62203  -2.89411
H  -4.99602  1.37912  -0.06235
H  -4.33941  -0.19410  0.46464
H  -3.95326  -1.30537  -1.36386
H  -4.29471  -0.26932  -2.75326
C  5.85886  2.38056  -0.48278
C  4.65157  2.90430  -0.92832
C  3.59674  2.05389  -1.23303
C  3.73717  0.66585  -1.14636
C  4.95110  0.15498  -0.69321
C  5.99865  1.00343  -0.35290
P  2.25599  -0.33346  -1.63398
C  2.48639  -0.27817  -3.49210
C  3.25579  0.63463  -4.20621
C  3.31058  0.59210  -5.59806
C  2.59174  -0.36310  -6.30145
C  1.80235  -1.26793  -5.60167
C  1.74363  -1.21889  -4.21864
C  2.78769  -2.09284  -1.36619
C  3.73019  -2.71340  -2.19201
C  4.02498  -4.05786  -2.04679
C  3.34000  -4.80197  -1.08932
C  2.43081  -4.18549  -0.24304
C  2.16435  -2.80509  -0.30637
Si  1.06146  -1.70848  0.87436
C  2.54885  -0.90044  1.89229
C  3.83355  -1.46591  2.01824
C  4.83079  -0.87734  2.77670
C  4.58166  0.31493  3.45400
C  3.33383  0.90363  3.34935
C  2.32133  0.32326  2.57293
P  0.63288  1.04617  2.34174
C  0.98565  2.80399  1.84826
C  2.24394  3.31186  1.54136
C  2.39773  4.62199  1.09126
C  1.29238  5.44049  0.91383
C  0.02437  4.93146  1.17650
C  -0.12782  3.63026  1.62972
C  0.09784  1.33482  4.11208
C  0.77887  0.80863  5.21303
C  0.38412  1.09871  6.51634
C  -0.72658  1.89746  6.74954
C  -1.46911  2.34576  5.66531
C  -1.07418  2.05913  4.36429
C  0.52706  -3.11225  2.14818
C  1.42124  -3.94769  2.84158
C  1.00544  -5.10032  3.48750
C  -0.33795  -5.47154  3.44852
C  -1.25867  -4.63974  2.83547
C  -0.84473  -3.45349  2.21868
P  -2.03199  -2.12684  1.68195
C  -3.47312  -3.21093  1.19679
C  -3.43516  -3.65247  -0.13217
C  -4.41702  -4.49038  -0.64345
C  -5.45785  -4.91905  0.17228
C  -5.50658  -4.49561  1.49353
C  -4.52679  -3.64539  1.99797
C  -2.57669  -1.58889  3.37799
C  -3.78049  -0.88769  3.50235
C  -4.23415  -0.43713  4.73109
C  -3.48935  -0.68398  5.87993
C  -2.28295  -1.35578  5.77250
C  -1.82284  -1.79073  4.53141
H  6.67824  3.04071  -0.22326
H  4.52060  3.97679  -1.02059
H  2.63627  2.47110  -1.52460
H  5.07672  -0.91761  -0.59788
H  6.92800  0.58424  0.01501
H  3.83477  1.38539  -3.68446
H  3.92764  1.30825  -6.12933
H  2.64151  -0.39954  -7.38401
H  1.20324  -1.99751  -6.13316
H  1.08338  -1.89811  -3.68911
H  4.22450  -2.14054  -2.96910
H  4.76427  -4.52736  -2.68577
H  3.52805  -5.86713  -0.99734
H  1.92240  -4.78821  0.50151
H  4.05225  -2.39183  1.49137
H  5.80998  -1.34163  2.84244
H  5.35616  0.77892  4.05477
H  3.13226  1.82467  3.88685
H  3.12470  2.68632  1.63733
H  3.39439  4.99419  0.87576
H  1.41439  6.45722  0.55772
H  -0.85653  5.54038  1.01047
H  -1.12876  3.24253  1.78984
H  1.63750  0.16728  5.06032
H  0.94973  0.69151  7.34762
H  -1.02242  2.14775  7.76229
H  -2.37994  2.91179  5.82362
H  -1.71374  2.36697  3.54488
H  2.47528  -3.68575  2.86078
H  1.72607  -5.72519  4.00499
H  -0.66484  -6.39454  3.91435
H  -2.30944  -4.90884  2.84731
H  -2.62138  -3.32601  -0.77590
H  -4.37256  -4.79107  -1.68326
H  -6.22527  -5.57672  -0.21942
H  -6.30576  -4.83560  2.14226
H  -4.58582  -3.31844  3.02919
H  -4.37543  -0.68327  2.61926
H  -5.16311  0.11813  4.78760
H  -3.83570  -0.33124  6.84484
H  -1.68219  -1.53810  6.65551
H  -0.86347  -2.29262  4.47093
C  0.16974  4.14026  -5.51595
N  -1.02137  3.41160  -5.89495
C  -1.62925  3.69160  -7.18705
C  -2.60323  2.52566  -7.36370
N  -1.98606  1.52569  -6.51614
C  -1.13176  2.06767  -5.60097
S  -0.42533  1.19687  -4.39896
H  -0.07429  5.18523  -5.31864
H  0.92642  4.09017  -6.30926
H  0.57678  3.68698  -4.61444
H  -0.86763  3.70756  -7.97798
H  -2.13671  4.65674  -7.18053
H  -2.66043  2.19452  -8.39998
H  -3.60837  2.79124  -7.02436
H  -2.41561  0.64581  -6.27309

9 unconnected molecules or ions with the total composition C64H63F8N3O. Source: OMol25; level of theory: wB97M-V/def2-TZVPD.

Summary:
- HOMO-LUMO gap: 8.68 eV
- E_tot: -95646.0599 eV
- SMILES: CCCOC[C@@H](C#N)[C@H](C#N)CCCCn1cccc1.Fc1ccccc1.Fc1ccccc1.Fc1ccccc1.Fc1ccccc1.Fc1ccccc1.Fc1ccccc1.Fc1ccccc1.Fc1ccccc1

Atoms and positions in Å:
C  -1.14801  5.85767  -2.81924
C  -1.59288  6.73248  -1.64138
C  -1.99906  5.91106  -0.42729
O  -0.90149  5.39686  0.32102
C  -0.19670  6.36239  1.05373
C  1.26421  5.89245  1.20672
C  2.18885  6.77809  0.49650
N  2.93255  7.45736  -0.05023
C  1.63817  5.70474  2.70398
C  3.08633  5.69340  2.91065
N  4.22503  5.63154  3.03664
C  0.95424  4.42769  3.25232
C  1.78781  3.15596  3.15360
C  1.14139  1.99550  3.95485
C  2.13771  1.21051  4.80069
N  2.78853  0.13335  4.08066
C  4.13581  -0.07728  4.06928
C  4.39926  -1.18820  3.31773
C  3.15595  -1.67510  2.85131
C  2.18788  -0.84366  3.33625
H  -1.92840  5.13437  -3.05522
H  -0.99217  6.48419  -3.69659
H  -0.21957  5.33619  -2.59397
H  -2.46588  7.30607  -1.95654
H  -0.78315  7.42627  -1.41225
H  -2.53883  5.03384  -0.78695
H  -2.69791  6.46333  0.20618
H  -0.23807  7.35117  0.59594
H  -0.62788  6.46463  2.05867
H  1.33031  4.91180  0.73073
H  1.23785  6.56248  3.24846
H  0.04667  4.27986  2.66233
H  0.64830  4.61320  4.28176
H  1.85680  2.84718  2.11030
H  2.78963  3.31669  3.54815
H  0.40619  2.41832  4.64235
H  0.61342  1.33580  3.27005
H  1.60651  0.78642  5.65785
H  2.90526  1.86160  5.21357
H  4.85426  0.54341  4.57692
H  5.37683  -1.60754  3.14902
H  3.00796  -2.54996  2.24267
H  1.12237  -0.88432  3.19068
F  4.31772  -4.74287  2.54467
C  4.99809  -5.17807  3.62642
C  6.30712  -5.58463  3.46970
C  7.00102  -6.02585  4.58730
C  6.38193  -6.05861  5.82919
C  5.06295  -5.64455  5.95649
C  4.35892  -5.19527  4.84892
H  6.76659  -5.55493  2.49099
H  8.02968  -6.34453  4.48565
H  6.92717  -6.40540  6.69648
H  4.57756  -5.67004  6.92283
H  3.33402  -4.85819  4.92441
F  -2.50714  -2.60960  -1.25965
C  -1.44144  -3.07599  -0.56701
C  -1.60906  -3.42881  0.75662
C  -0.51040  -3.90798  1.45719
C  0.71981  -4.03376  0.82638
C  0.86030  -3.67348  -0.50527
C  -0.22780  -3.18548  -1.21442
H  -2.57937  -3.32394  1.22324
H  -0.61860  -4.18560  2.49726
H  1.57642  -4.40724  1.37264
H  1.81801  -3.76667  -0.99160
H  -0.14385  -2.89732  -2.25446
F  -4.30053  -8.37524  -4.05397
C  -4.09604  -7.05943  -4.25777
C  -3.65525  -6.27807  -3.20869
C  -3.43045  -4.92711  -3.42857
C  -3.65876  -4.37560  -4.68269
C  -4.11030  -5.17979  -5.72052
C  -4.32784  -6.53517  -5.51420
H  -3.48326  -6.72806  -2.23999
H  -3.07248  -4.30387  -2.62272
H  -3.48284  -3.32132  -4.84965
H  -4.29121  -4.75361  -6.69826
H  -4.66717  -7.18223  -6.31190
F  3.63092  -3.26516  -2.08728
C  3.65875  -1.91177  -2.14708
C  4.17899  -1.21533  -1.07616
C  4.19753  0.17027  -1.13720
C  3.69681  0.82928  -2.25222
C  3.17537  0.10107  -3.31298
C  3.15431  -1.28592  -3.26770
H  4.55382  -1.74969  -0.21329
H  4.60364  0.73446  -0.30841
H  3.71222  1.91002  -2.29332
H  2.78120  0.61271  -4.18070
H  2.75800  -1.87576  -4.08373
F  1.91641  -9.30941  -5.59832
C  1.41010  -8.17413  -5.06346
C  2.21694  -7.41122  -4.24437
C  1.69355  -6.24751  -3.69805
C  0.38539  -5.87459  -3.97344
C  -0.40482  -6.66236  -4.79985
C  0.10760  -7.82503  -5.35626
H  3.23163  -7.72675  -4.04172
H  2.31078  -5.63199  -3.05621
H  -0.02202  -4.96993  -3.54213
H  -1.42555  -6.36879  -5.00751
H  -0.48687  -8.45353  -6.00568
F  -3.87786  8.23285  0.62313
C  -4.25133  8.70595  1.83555
C  -3.30153  8.79205  2.83268
C  -3.68722  9.27982  4.07307
C  -5.00283  9.66305  4.29522
C  -5.93866  9.56245  3.27363
C  -5.56371  9.08272  2.02733
H  -2.28319  8.48486  2.63526
H  -2.95606  9.36181  4.86620
H  -5.29858  10.04183  5.26436
H  -6.96109  9.85565  3.44642
H  -6.27404  9.00296  1.21549
F  -8.31648  11.08634  2.10078
C  -8.15012  12.32269  1.57747
C  -7.43176  13.25511  2.29679
C  -7.25975  14.51955  1.75251
C  -7.80681  14.83072  0.51527
C  -8.52683  13.87246  -0.18467
C  -8.70135  12.60174  0.34440
H  -7.01797  12.99068  3.26054
H  -6.69505  15.26328  2.29824
H  -7.67145  15.81885  0.09716
H  -8.95649  14.11301  -1.14766
H  -9.25334  11.83707  -0.18505
F  2.60929  -16.19488  -3.94605
C  2.63116  -14.84957  -4.05655
C  3.17497  -14.10598  -3.02911
C  3.19641  -12.72376  -3.15135
C  2.67494  -12.10880  -4.28197
C  2.13152  -12.88235  -5.29799
C  2.10888  -14.26594  -5.19282
H  3.57037  -14.60567  -2.15513
H  3.62306  -12.12478  -2.35776
H  2.69149  -11.03484  -4.37201
H  1.72151  -12.40518  -6.17818
H  1.69556  -14.88818  -5.97500

Question: Number 1 is which compound?
Answer: C64H59N3NaO5P3SSi